[1]
{
  "formula": "C3H6BrP",
  "method": "wB97M-V/def2-TZVPD",
  "symbols": ["Br", "P", "C", "C", "C", "H", "H", "H", "H", "H", "H"],
  "coordinates": [[1.815, 3.212, 2.821], [2.410, 1.685, 1.411], [-0.568, -0.884, 1.582], [-0.234, -1.469, 0.315], [0.003, -1.954, -0.763], [3.739, 2.178, 1.304], [-0.343, 0.143, 1.865], [2.853, 0.826, 2.335], [0.255, -2.364, -1.656], [-1.643, -1.077, 1.785], [-0.019, -1.513, 2.352]],
  "homo_lumo_gap_ev": [6.17, 6.41],
  "multiplicity": 3,
  "s2": 2.01
}



[2]
{
  "formula": "C7H13N",
  "method": "wB97M-V/def2-TZVPD",
  "symbols": ["N", "C", "C", "C", "C", "C", "C", "C", "H", "H", "H", "H", "H", "H", "H", "H", "H", "H", "H", "H", "H"],
  "coordinates": [[0.864, -1.732, -1.845], [-0.987, -0.305, 0.917], [-2.312, -0.023, 1.183], [-0.015, 0.211, 0.031], [1.352, -0.365, 0.178], [-0.240, 1.553, -0.516], [-0.552, 2.664, 0.327], [1.524, -1.728, -0.570], [-0.395, 2.634, 1.398], [1.245, -2.539, 0.146], [-1.413, 1.839, -0.087], [2.566, -2.053, -0.616], [1.322, -2.347, -2.498], [-0.306, 3.632, -0.100], [-2.757, -0.648, 1.943], [1.532, -0.638, 1.219], [-0.121, -1.919, -1.834], [0.011, 1.656, -1.572], [-2.930, 0.743, 0.735], [2.179, 0.250, -0.182], [-0.569, -0.885, 1.743]],
  "homo_lumo_gap_ev": [6.68, 6.92],
  "multiplicity": 2,
  "total_charge": 1,
  "s2": 0.79
}



[3]
{
  "formula": "C22H25N3O4",
  "method": "wB97M-V/def2-TZVPD",
  "symbols": ["O", "O", "O", "O", "N", "N", "N", "C", "C", "C", "C", "C", "C", "C", "C", "C", "C", "C", "C", "C", "C", "C", "C", "C", "C", "C", "C", "C", "C", "H", "H", "H", "H", "H", "H", "H", "H", "H", "H", "H", "H", "H", "H", "H", "H", "H", "H", "H", "H", "H", "H", "H", "H", "H"],
  "coordinates": [[4.350, -1.849, 0.352], [-1.479, 2.852, -0.546], [-7.213, -1.839, -0.685], [-5.441, -1.305, -2.058], [-2.238, 1.479, 1.076], [4.386, 0.487, 0.042], [3.607, 1.553, -0.073], [-0.021, 1.134, 0.230], [-5.662, 0.678, 1.509], [-3.574, 2.030, 1.112], [1.130, -0.998, 0.432], [4.654, -2.281, 1.679], [3.701, -0.661, 0.250], [6.179, 0.167, -1.584], [-4.438, 0.385, -0.556], [2.356, 1.106, 0.076], [-1.299, 1.903, 0.192], [-6.611, -0.273, 1.138], [-6.443, -0.879, -0.082], [1.152, 1.822, 0.042], [7.662, 0.364, -1.889], [8.569, -0.543, -1.065], [3.431, -2.734, 2.463], [-6.600, -2.099, -1.930], [-4.598, 1.011, 0.686], [-5.370, -0.554, -0.915], [-0.027, -0.273, 0.411], [2.348, -0.312, 0.287], [5.805, 0.606, -0.166], [-3.617, 0.641, -1.205], [8.540, -0.278, -0.011], [1.145, 2.887, -0.128], [7.822, 0.153, -2.948], [-7.440, -0.525, 1.777], [-7.303, -1.861, -2.744], [2.912, -3.522, 1.922], [6.060, 1.657, -0.013], [5.346, -3.114, 1.535], [-2.047, 0.684, 1.663], [1.117, -2.072, 0.542], [-3.797, 2.399, 2.118], [-0.975, -0.788, 0.491], [3.742, -3.117, 3.431], [5.913, -0.886, -1.706], [-6.325, -3.164, -1.990], [-5.767, 1.171, 2.463], [7.932, 1.407, -1.716], [5.170, -1.479, 2.225], [9.598, -0.453, -1.404], [2.746, -1.903, 2.618], [5.584, 0.751, -2.289], [-3.563, 2.876, 0.416], [6.323, -0.012, 0.571], [8.264, -1.582, -1.170]],
  "homo_lumo_gap_ev": 8.50,
  "multiplicity": 1,
  "smiles": "CCCCn1nc2cc(C(=O)NCc3ccc4c(c3)OCO4)ccc2c1OCC"
}



[4]
{
  "formula": "C4H7NaO2",
  "method": "wB97M-V/def2-TZVPD",
  "symbols": ["Na", "O", "O", "C", "C", "C", "C", "H", "H", "H", "H", "H", "H", "H"],
  "coordinates": [[-3.660, 0.025, -0.332], [-1.942, 1.387, -0.405], [-0.521, -1.506, 1.650], [-0.725, 1.395, -0.503], [1.032, -0.779, -0.075], [0.537, -0.720, 1.362], [0.110, 0.274, -0.973], [-0.467, -0.349, -1.675], [2.044, -0.379, -0.234], [1.427, -0.898, 2.017], [0.836, 0.621, -1.734], [1.105, -1.818, -0.435], [-0.160, 2.251, -0.076], [0.385, 0.496, 1.414]],
  "homo_lumo_gap_ev": 4.52,
  "multiplicity": 1
}



[5]
{
  "formula": "C4H6O2",
  "method": "wB97M-V/def2-TZVPD",
  "symbols": ["O", "O", "C", "C", "C", "C", "H", "H", "H", "H", "H", "H"],
  "coordinates": [[-1.021, 1.726, 0.283], [-0.656, -0.492, 0.994], [0.498, -1.001, 0.365], [1.701, -0.168, 0.113], [1.008, -0.501, -0.939], [-1.446, 0.393, 0.252], [0.895, -0.451, -2.014], [0.598, -2.049, 0.650], [2.561, 0.333, 0.530], [-0.174, 1.794, -0.174], [-2.429, 0.388, 0.724], [-1.535, 0.029, -0.784]],
  "homo_lumo_gap_ev": 10.88,
  "multiplicity": 1,
  "smiles": "OCOC1C=C1"
}



[6]
{
  "formula": "C6H11N2S2",
  "method": "wB97M-V/def2-TZVPD",
  "symbols": ["S", "S", "N", "N", "C", "C", "C", "C", "C", "C", "H", "H", "H", "H", "H", "H", "H", "H", "H", "H", "H"],
  "coordinates": [[1.163, -2.467, -0.083], [1.801, 0.215, -2.861], [-0.928, -0.813, -0.313], [0.753, 1.502, -0.138], [0.975, -0.291, -1.656], [-1.427, 0.492, -0.572], [-1.538, -1.669, 0.673], [-0.578, 1.515, 0.269], [0.307, -1.075, -0.768], [1.758, 1.387, 0.843], [2.685, 1.052, 0.383], [2.206, -2.426, -0.914], [1.496, 0.757, 1.704], [-1.784, -2.633, 0.219], [-1.007, 2.489, 0.005], [-2.455, -1.212, 1.035], [-0.730, 1.322, 1.342], [-2.475, 0.566, -0.293], [-1.299, 0.746, -1.626], [1.946, 2.397, 1.232], [-0.870, -1.852, 1.520]],
  "homo_lumo_gap_ev": [6.77, 7.28],
  "multiplicity": 1,
  "total_charge": 1
}



Electronic energy list, top to bottom, in eV: -82532.713; -8947.822; -35879.495; -12769.608; -8337.049; -31040.796
Largest force on an atom list, top to bottom, in eV/A: 5.038; 2.860; 1.275; 4.011; 0.404; 1.765